1.
ORCA calculation (ωB97M-V/def2-TZVPD) on a molecular structure, C28H23AsBiBrF4O7PS2 at a distorted geometry.

Positions of all 68 atoms, in Å:
O (-0.052, -0.298, -1.871)
H (-1.794, 3.878, 1.900)
O (0.246, 2.062, -2.697)
H (-3.354, 2.875, -1.996)
C (-2.630, -0.749, 4.790)
F (-5.032, -0.662, 1.215)
C (-1.715, 1.805, 1.386)
H (1.314, 2.473, 2.037)
C (-2.005, 3.134, 1.129)
C (-4.574, -1.524, 0.230)
F (-6.859, -1.875, -0.358)
C (-2.631, 1.196, -0.780)
C (2.418, 0.640, -5.993)
H (3.889, 3.837, 1.963)
C (-5.134, -3.140, -1.429)
O (2.625, -1.576, -2.512)
C (1.754, 0.253, -3.708)
C (-2.000, -1.408, 2.559)
Br (-1.027, -3.473, -0.837)
C (-1.493, -2.604, 3.091)
F (-3.529, -4.458, -2.420)
H (3.935, -2.162, -4.759)
H (-1.337, -3.878, 4.824)
As (4.194, -1.908, -1.509)
H (-1.012, -3.307, 2.414)
C (-2.663, -0.544, 3.410)
C (-3.219, -1.800, 0.016)
H (4.399, 1.417, 0.339)
F (-6.088, -3.834, -2.099)
S (0.829, 0.808, -2.330)
C (-3.807, -3.565, -1.475)
C (-2.088, -1.900, 5.319)
C (2.266, 2.526, 2.559)
H (-3.041, -0.001, 5.482)
H (0.920, 1.819, -4.981)
H (4.947, 1.223, 3.377)
C (-2.861, -2.939, -0.704)
O (1.850, -0.187, 2.144)
C (-2.056, 0.826, 0.435)
C (3.320, -1.246, -4.785)
C (-1.594, -2.888, 4.435)
H (2.194, 3.132, 3.483)
S (2.625, 0.795, 3.136)
H (2.416, 1.326, -6.810)
H (-2.647, 4.596, -0.306)
O (1.761, 0.910, -1.139)
C (3.160, -0.542, -5.996)
H (-3.212, 0.259, 2.975)
O (3.220, -1.811, -0.071)
C (4.346, 0.874, 2.535)
H (3.655, -0.846, -6.951)
C (-2.524, 3.535, -0.087)
C (1.659, 0.985, -4.877)
Bi (1.325, -0.880, 0.064)
C (-5.535, -2.143, -0.561)
H (5.480, 2.359, 1.394)
O (4.752, -0.149, -1.431)
H (5.045, 0.098, -2.341)
C (3.395, 2.971, 1.563)
C (-2.911, 2.566, -1.037)
H (-1.221, 1.536, 2.331)
P (-1.854, -0.966, 0.767)
H (-2.020, -2.058, 6.426)
H (-2.971, 0.404, -1.460)
C (2.621, -0.834, -3.639)
H (2.897, 3.316, 0.650)
C (4.479, 1.890, 1.345)
H (4.558, -0.167, 2.226)

The gap between HOMO and LUMO comes out at 7.257 eV. For the HOMO energy, the calculation gives -10.545 eV. The total charge is +1. The value obtained for the lowest unoccupied orbital energy is -3.29 eV. For the max |F|, the calculation gives 2.3 eV/Å.

---

2.
ORCA calculation (ωB97M-V/def2-TZVPD) on 3 unconnected molecules or ions with the total composition C5H12N2O at a distorted geometry.

Positions of all 20 atoms, in Å:
C (0.288, -1.313, -1.080)
H (2.617, 0.815, -1.663)
N (-2.480, -0.311, 0.387)
H (1.252, -0.697, 0.998)
H (-0.624, 0.327, 1.709)
O (-1.899, 1.842, 0.067)
C (1.600, 0.614, -1.316)
N (1.567, -0.728, -0.889)
C (-2.457, 0.804, -0.331)
H (0.602, 1.628, 2.492)
H (1.468, 1.378, -0.504)
H (0.318, -2.373, -0.811)
H (-3.024, -1.042, -0.067)
H (1.792, -0.920, 2.795)
H (-2.949, 0.870, -1.329)
H (0.056, -1.349, -2.145)
H (0.818, 0.917, -2.022)
C (0.339, 0.638, 2.134)
H (-0.518, -0.749, -0.493)
C (1.233, -0.351, 2.068)

The gap between HOMO and LUMO comes out at 4.335 eV. For the HOMO energy, the calculation gives -7.933 eV. The total charge is 0. The value obtained for the lowest unoccupied orbital energy is -3.60 eV. The calculation puts the energy above the lowest of the compared OMol25 structures with the same formula, charge and spin at 9.9342 eV. For the max |F|, the calculation gives 1.8 eV/Å.

---

3.
ORCA calculation (ωB97M-V/def2-TZVPD) on a gas-phase ion, C10H13N2S (charge +1) at a distorted geometry.

Positions of all 26 atoms, in Å:
H (0.598, 0.264, 4.051)
H (-1.680, 1.819, -0.031)
S (-1.366, -0.145, -1.749)
H (2.708, -1.710, -0.824)
C (-0.604, 1.805, 3.174)
H (2.178, -0.380, 0.236)
C (0.154, -0.155, 2.010)
H (-1.810, 3.154, 2.034)
H (0.676, -1.105, 2.049)
H (2.018, -0.227, -1.521)
H (0.379, 0.998, -2.912)
H (-0.643, 2.402, 4.072)
H (0.584, -2.145, 0.188)
C (1.968, -0.923, -0.685)
C (-1.191, 1.478, 0.870)
N (0.600, -1.495, -0.610)
C (0.096, 0.611, 3.160)
C (-0.481, 0.272, 0.839)
H (-1.113, -1.967, -3.459)
N (-0.607, 1.021, -2.718)
H (0.849, -3.053, -2.104)
C (-0.716, -1.629, -2.521)
C (-0.446, -0.493, -0.380)
C (-1.258, 2.227, 2.026)
C (0.268, -2.187, -1.836)
H (-1.161, 1.562, -3.359)

The gap between HOMO and LUMO comes out at 7.533 eV. For the HOMO energy, the calculation gives -11.008 eV. The total charge is +1. The value obtained for the lowest unoccupied orbital energy is -3.47 eV. The calculation puts the energy above the lowest of the compared OMol25 structures with the same formula, charge and spin at 1.9822 eV. For the max |F|, the calculation gives 1.9 eV/Å.

---

4.
ORCA calculation (ωB97M-V/def2-TZVPD) on a molecular structure, C35H40Cl2CoN5O2S2 at a distorted geometry.

Positions of all 87 atoms, in Å:
H (3.606, 0.050, -0.518)
H (2.123, -1.672, 4.435)
S (-2.228, -0.875, -0.986)
C (-2.352, -2.417, -4.522)
C (0.148, 0.012, -1.950)
H (-0.576, 5.063, -0.044)
H (-3.277, -2.108, -6.431)
H (4.371, 0.317, 4.493)
C (-2.379, -1.796, 5.091)
H (-4.217, 5.813, 0.068)
H (1.345, 1.425, 6.401)
H (5.532, -1.790, -4.660)
C (-2.625, 4.413, -0.131)
N (1.022, 0.309, -2.949)
S (0.735, 0.005, -0.331)
C (2.300, 0.945, -2.726)
H (1.025, 1.852, 3.667)
H (-0.845, 1.268, -4.621)
C (-1.658, -1.979, 2.742)
H (0.802, -1.290, -4.285)
C (0.686, -0.198, -4.255)
N (0.873, 0.156, 2.644)
H (-0.553, -5.152, -3.676)
C (-1.579, -3.282, -3.758)
C (2.224, 0.496, 4.667)
C (3.469, -0.014, -2.651)
C (-2.051, 0.231, 3.730)
H (3.518, -0.121, 3.020)
H (3.680, 1.583, 3.477)
C (4.020, -0.363, -1.426)
H (-2.416, -2.873, 5.156)
H (6.481, -2.427, -2.473)
Cl (-3.108, -1.745, 7.681)
H (-3.378, 5.867, -1.476)
C (-0.763, 0.175, -4.561)
C (5.102, -1.224, -1.361)
C (-2.545, 0.380, 6.121)
H (-3.429, -1.250, -3.072)
H (-1.788, -3.064, 2.823)
O (-1.951, 0.826, 2.609)
H (2.227, 1.504, -1.792)
H (0.855, -0.840, 2.865)
C (-2.791, -1.093, -3.945)
C (2.263, 1.491, 5.824)
N (-1.641, -0.317, -3.523)
H (-3.472, 1.174, 0.305)
C (4.030, -0.532, -3.812)
C (-3.423, 3.275, -0.038)
C (-2.655, -1.019, 6.190)
H (-1.187, -5.799, -5.971)
N (1.048, 0.854, 3.855)
H (3.639, -0.244, -4.777)
C (-3.238, 5.743, -0.401)
H (0.316, 2.799, 0.365)
C (-1.499, -4.847, -5.573)
C (-2.040, -1.196, 3.868)
C (5.641, -1.752, -2.523)
H (2.753, -1.130, 5.985)
C (3.528, 0.575, 3.858)
C (5.105, -1.400, -3.749)
H (-4.494, 3.343, -0.147)
H (3.106, 1.277, 6.475)
C (-1.252, 4.223, 0.016)
O (-1.160, -1.554, 1.685)
C (-1.165, -0.374, -2.250)
H (-2.610, 6.554, -0.046)
H (1.640, 0.315, 1.981)
H (1.022, -0.999, 5.647)
H (-1.318, -3.016, -2.744)
H (5.531, -1.475, -0.404)
H (-1.061, -0.258, -5.516)
H (1.352, 0.243, -4.994)
C (-2.678, -2.772, -5.823)
C (-0.749, 2.959, 0.260)
C (2.017, -0.919, 5.213)
Cl (-2.082, 2.688, 4.826)
Co (-1.121, 0.168, 1.074)
H (-2.523, -4.251, -7.354)
C (-1.152, -4.489, -4.280)
H (2.460, 1.650, -3.549)
H (-3.350, -0.518, -4.688)
C (-2.257, -3.985, -6.343)
C (-2.847, 2.054, 0.221)
N (-1.528, 1.884, 0.376)
H (2.367, 2.508, 5.454)
H (-2.712, 0.971, 7.008)
C (-2.238, 0.984, 4.930)

The gap between HOMO and LUMO (spin up / spin down) comes out at 5.334 / 5.302 eV. The expectation value of S² is 0.7706. For the HOMO energy (spin up / spin down), the calculation gives -9.823 / -9.794 eV. The total charge is +1. As for the spin multiplicity: 2. The value obtained for the lowest unoccupied orbital energy (spin up / spin down) is -4.49 / -4.49 eV. The calculation puts the energy above the lowest of the compared OMol25 structures with the same formula, charge and spin at 1.0505 eV. For the max |F|, the calculation gives 5.4 eV/Å.

---

5.
ORCA calculation (ωB97M-V/def2-TZVPD) on a molecular structure, C29H43CeI2N4Sb at a distorted geometry.

Positions of all 80 atoms, in Å:
H (-0.088, -1.218, 4.528)
H (-1.008, 2.448, -1.664)
C (-1.589, -2.386, -4.341)
C (-1.190, 0.778, 2.055)
Ce (1.230, -0.598, 0.171)
C (5.223, 0.234, 1.796)
H (-3.713, -2.882, -3.764)
H (-5.353, 0.475, -2.761)
C (6.696, 2.008, 0.885)
H (-4.612, -1.443, -0.022)
H (-0.973, -1.497, -4.356)
I (3.491, -2.479, -1.738)
C (-4.517, -1.922, -0.991)
H (-3.591, 1.809, 4.314)
C (6.334, 1.063, 1.863)
C (6.120, 2.235, -0.389)
H (-6.343, -2.911, -1.362)
H (3.460, -1.780, 3.730)
H (6.621, 2.929, -1.059)
C (2.622, 0.191, 3.184)
H (-2.039, 0.164, 3.952)
N (2.799, 0.709, -0.953)
H (5.157, -0.545, 2.582)
H (-3.605, 3.958, 3.446)
H (1.736, -3.194, 3.696)
H (1.522, -2.242, 2.229)
H (7.642, 2.546, 1.068)
C (-2.848, 3.283, 3.051)
H (-1.084, -3.001, -3.589)
H (1.962, -4.408, -2.779)
C (-1.257, 3.169, 1.118)
C (-0.034, -1.976, 3.700)
H (-2.054, -1.494, 2.842)
H (-2.769, 1.895, -3.572)
H (-5.727, -2.251, -2.833)
C (2.131, -4.163, -1.721)
H (-3.758, 0.815, -4.641)
C (1.463, -2.193, 3.328)
N (-0.532, -0.391, 1.829)
H (-0.681, 3.732, 0.398)
H (-4.355, 1.489, -1.708)
H (2.599, 2.462, -2.200)
H (-6.424, -1.150, -1.660)
H (0.370, 1.506, -3.297)
Sb (-3.023, -0.802, -2.065)
H (-0.982, -2.415, 1.852)
H (2.516, -4.972, -1.127)
H (3.480, 0.708, 3.573)
H (2.414, -1.099, 4.916)
H (0.480, 0.232, -2.174)
H (-4.063, -2.893, -0.848)
C (-2.045, 0.934, 3.172)
C (2.271, 1.437, -2.150)
I (0.170, -3.637, -0.756)
C (3.906, 1.008, -0.226)
C (-4.368, 0.810, -2.562)
C (-2.851, 2.003, 3.537)
C (4.996, 1.592, -0.890)
C (-3.816, 1.545, -3.807)
H (-3.514, -1.386, -4.688)
C (-0.860, 1.801, 1.046)
C (-0.948, -1.593, 2.535)
C (3.959, 0.519, 1.181)
H (7.037, 0.998, 2.718)
N (-0.269, 1.301, -0.038)
H (1.728, 0.737, 3.446)
C (-3.009, -2.009, -3.928)
C (0.740, 1.304, -2.270)
C (-2.070, 3.861, 1.977)
C (-0.009, 2.108, -1.220)
H (-4.415, 2.425, -4.065)
H (2.725, 0.911, -3.022)
H (-1.600, -2.843, -5.304)
H (0.512, 3.048, -0.947)
C (-5.850, -2.039, -1.764)
H (-0.418, -2.889, 4.084)
H (4.838, 1.563, -1.957)
H (-2.034, 4.960, 1.863)
N (2.782, 0.208, 1.721)
C (2.554, -1.213, 3.822)

The gap between HOMO and LUMO (spin up / spin down) comes out at 5.154 / 4.984 eV. For the HOMO energy (spin up / spin down), the calculation gives -12.418 / -12.417 eV. The total charge is +2. The value obtained for the lowest unoccupied orbital energy (spin up / spin down) is -7.26 / -7.43 eV. The calculation puts the energy above the lowest of the compared OMol25 structures with the same formula, charge and spin at 1.8355 eV. For the max |F|, the calculation gives 2.8 eV/Å.

---

6.
ORCA calculation (ωB97M-V/def2-TZVPD) on 2 unconnected molecules or ions with the total composition C7H12NOS2 at a distorted geometry.

Positions of all 23 atoms, in Å:
H (0.509, 1.342, -1.769)
C (2.043, 0.087, -0.819)
H (0.277, 1.557, 2.768)
N (-2.155, -0.616, 1.289)
H (-3.914, -0.576, 0.530)
H (3.771, 1.331, -0.311)
H (-2.444, -0.188, 2.186)
C (-2.988, -0.477, 0.118)
H (3.818, -0.359, 0.140)
C (1.210, 1.333, -0.859)
H (-2.500, -1.171, -1.887)
H (-2.891, -2.529, -0.670)
C (-0.882, -0.954, 1.033)
H (1.800, 2.183, -0.975)
H (-0.154, -0.882, 1.786)
O (1.501, -0.955, -0.938)
C (0.418, 1.221, 0.410)
S (1.246, 1.854, 1.716)
C (-2.432, -1.554, -0.885)
S (-0.666, -1.721, -0.491)
H (-2.994, 0.525, -0.312)
C (3.410, 0.385, -0.621)
H (4.016, 0.165, -1.438)

The gap between HOMO and LUMO comes out at 8.158 eV. For the HOMO energy, the calculation gives -12.305 eV. The total charge is +1. The value obtained for the lowest unoccupied orbital energy is -4.15 eV. The calculation puts the energy above the lowest of the compared OMol25 structures with the same formula, charge and spin at 2.1863 eV. For the max |F|, the calculation gives 5.1 eV/Å.